1.
DFT (ωB97M-V/def2-TZVPD) results for a structure of composition C6H6F16HfN4O24S8 in a non-equilibrium geometry.

XYZ file:
```
65
Properties=species:S:1:pos:R:3
Hf 25.1033 -2.2430 -4.8389
C 20.3519 -1.8817 -4.9810
F 19.1966 -2.1097 -4.3415
F 20.5780 -2.8999 -5.8015
F 20.1153 -0.7925 -5.7240
S 21.6518 -1.5798 -3.6768
O 21.3646 -2.4977 -2.6360
O 22.9200 -1.9084 -4.3972
O 21.5449 -0.2113 -3.2714
C 24.9649 0.8390 -1.2387
F 25.0533 1.2986 0.0150
F 23.9311 1.4745 -1.7975
F 26.0784 1.0873 -1.9023
S 24.6796 -1.0208 -1.2363
O 25.7112 -1.6035 -0.4486
O 23.3559 -1.2120 -0.7421
O 24.8312 -1.3817 -2.6828
C 24.4104 -6.5224 -2.4427
F 25.6097 -6.9936 -2.7704
F 23.6451 -6.7437 -3.5278
F 23.9298 -7.1659 -1.3938
S 24.5215 -4.6904 -1.9837
O 24.7972 -3.9070 -3.2333
O 23.2451 -4.3628 -1.4500
O 25.6416 -4.6548 -1.1090
C 29.8333 -2.7817 -3.5567
F 30.7530 -2.9939 -2.6274
F 30.2490 -1.7698 -4.3170
F 29.7179 -3.8741 -4.3205
S 28.1795 -2.3497 -2.7693
O 28.2684 -0.9249 -2.5693
O 27.1315 -2.6656 -3.7825
O 28.1157 -3.0349 -1.5299
N 26.3569 -3.5675 -6.1999
S 26.5876 -5.1754 -6.3598
O 27.9091 -5.6410 -6.1720
O 25.6771 -5.8539 -7.2215
F 25.9600 -5.4909 -4.9591
S 26.7661 -3.2875 -7.8387
O 25.6407 -3.4146 -8.7044
O 28.0697 -3.5959 -8.2650
F 26.7228 -1.6974 -7.6912
N 25.9184 -0.2433 -5.2149
S 25.0072 1.2573 -5.3297
O 24.5200 1.5554 -6.6367
O 25.1773 2.2562 -4.3476
F 23.7447 0.5265 -4.7091
S 27.3255 0.4722 -5.6049
O 27.8799 1.3659 -4.6810
O 27.3175 0.7733 -6.9966
F 28.2779 -0.7738 -5.5486
C 22.3828 -5.9567 -6.5002
N 23.0459 -4.6475 -6.7146
O 23.1237 -4.2421 -7.8423
O 23.5042 -4.0609 -5.7514
H 22.5090 -6.2177 -5.4591
H 22.8441 -6.6402 -7.2015
H 21.3377 -5.7605 -6.7285
C 23.5934 -0.5507 -8.9050
N 23.2600 -1.1674 -7.6089
O 22.1441 -1.3314 -7.2898
O 24.2336 -1.6013 -6.9692
H 24.6324 -0.6608 -9.1916
H 23.4530 0.5156 -8.7105
H 22.9401 -0.9866 -9.6514
```

Values from the calculation:
E_HOMO = -4.4 eV
charge = -2
molecular weight = 1257.1 g/mol
LUMO energy = 0.107 Ha
orbital gap = 7.34 eV
DFT total energy = -192886.8487 eV
relative energy (zero: lowest compared OMol25 entry of this formula, charge and spin) = 0.0 kcal per mole

The molecule's Mulliken atomic charges, reported in e, are given here: 5.72 0.41 -0.24 -0.17 -0.26 0.99 -0.59 -0.48 -0.69 0.57 -0.25 -0.22 -0.18 1.10 -0.63 -0.67 -0.60 0.48 -0.25 -0.24 -0.21 1.13 -1.12 -0.66 -0.62 0.48 -0.22 -0.22 -0.22 1.14 -0.68 -1.03 -0.57 -0.15 0.56 -0.59 -0.62 -0.09 0.51 -0.50 -0.54 -0.22 -0.33 0.88 -0.64 -0.55 -0.03 0.76 -0.54 -0.66 -0.20 -0.95 0.85 -0.50 -0.39 0.25 0.33 0.32 -1.15 0.74 -0.44 -0.10 0.27 0.37 0.36

2.
DFT (ωB97M-V/def2-TZVPD) results for a cluster of 2 separate species, C6H12O in total.

XYZ file:
```
19
Properties=species:S:1:pos:R:3
C -1.6536 1.3798 -0.4537
C -0.5156 0.6872 0.2219
O -0.7347 0.2088 1.4878
C -0.3137 -1.5594 -0.8889
C 0.5355 -2.1358 -0.0137
C 1.9285 0.1621 0.5630
C 0.8355 0.9211 -0.0797
H -2.4797 0.6823 -0.6519
H -1.3328 1.7899 -1.4151
H -2.0577 2.2048 0.1526
H -1.6833 0.0966 1.6247
H -1.3877 -1.5366 -0.7180
H 0.0143 -1.2901 -1.8910
H 0.1718 -2.4703 0.9558
H 1.5581 -2.3892 -0.2627
H 2.9312 0.3446 0.1793
H 1.8530 -0.0516 1.6228
H 1.0255 1.2788 -1.0905
H 1.3056 1.6770 0.6573
```

Values from the calculation:
E_HOMO (spin up / spin down) = -6.4 / -6.7 eV
molecular weight = 100.2 g/mol
LUMO energy (spin up / spin down) = 0.030 / 0.028 Ha
orbital gap (spin up / spin down) = 7.23 / 7.48 eV
DFT total energy = -8459.0794 eV
relative energy (zero: lowest compared OMol25 entry of this formula, charge and spin) = 121.6 kcal per mole

The molecule's Mulliken atomic charges, reported in e, are given here: -1.33 0.57 -0.49 -0.55 -0.54 -1.23 -0.17 0.35 0.32 0.36 0.34 0.29 0.25 0.22 0.31 0.32 0.33 0.34 0.31

3.
DFT (ωB97M-V/def2-TZVPD) results for a structure of composition C42H48N2O7SeTa in a non-equilibrium geometry.

XYZ file:
```
101
Properties=species:S:1:pos:R:3
Ta 11.6068 13.5499 15.9469
O 10.1512 14.9394 21.8419
C 10.5002 14.7114 20.5317
C 11.4170 15.5173 19.7987
C 11.6813 15.1479 18.5055
N 11.0931 14.0490 17.9577
C 10.1735 13.2901 18.6183
C 9.8833 13.5754 19.9261
C 9.6393 12.2191 17.7558
O 8.7512 11.4266 18.0120
O 10.2087 12.2657 16.5317
C 12.5100 15.8753 17.5696
O 13.1235 16.9060 17.7772
O 12.5144 15.2993 16.3318
H 10.5842 15.7362 22.1812
H 11.9140 16.3664 20.2973
H 9.2111 12.9838 20.5510
C 17.3333 9.2020 13.5518
C 17.0505 8.8720 15.0145
C 18.3328 8.9723 15.8475
C 16.4349 7.4742 15.0574
C 16.0435 9.9042 15.5208
C 14.8107 10.0103 14.8896
C 13.8386 10.9315 15.2954
Se 12.0702 11.0215 14.4372
C 12.5856 12.1037 12.8845
C 13.1487 11.5060 11.7613
C 13.4615 12.2494 10.6215
C 13.2006 13.6215 10.6617
C 12.6629 14.2899 11.7541
C 12.3699 13.5036 12.9131
O 11.8351 14.0530 14.0438
C 12.3027 15.7492 11.8155
C 13.0631 16.5407 12.9202
C 12.7006 16.4203 10.4921
C 10.7779 15.9086 11.9205
C 14.0433 11.5502 9.4108
C 13.1066 10.3910 9.0291
C 15.4068 10.9627 9.7696
C 14.1707 12.5426 8.2622
C 14.1229 11.8007 16.3812
O 13.1325 12.6503 16.7769
C 15.3950 11.7612 17.0262
C 16.3051 10.8097 16.5691
C 15.6526 12.7380 18.1631
C 17.0308 12.4376 18.7935
C 14.6422 12.5920 19.3117
C 15.7518 14.1996 17.6862
H 18.0673 8.4895 13.1553
H 16.4378 9.1359 12.9268
H 17.7594 10.1937 13.4446
H 19.0708 8.2411 15.5155
H 18.7900 9.9554 15.7850
H 18.1344 8.7856 16.9000
H 17.1537 6.7265 14.7380
H 16.1473 7.2208 16.0662
H 15.5771 7.3818 14.4017
H 14.5647 9.3557 14.0456
H 13.2877 10.4266 11.7914
H 13.4651 14.2364 9.7864
H 14.1338 16.4334 12.7926
H 12.8007 17.6029 12.8352
H 12.7986 16.2132 13.9268
H 13.7647 16.3382 10.3163
H 12.1662 16.0154 9.6419
H 12.4374 17.4679 10.5436
H 10.3831 15.3219 12.7636
H 10.5177 16.9614 12.0477
H 10.2975 15.5437 11.0206
H 13.0150 9.6773 9.8274
H 12.1031 10.7491 8.7755
H 13.4939 9.8767 8.1365
H 15.3197 10.1717 10.5407
H 15.8777 10.5062 8.8946
H 16.0906 11.7323 10.1458
H 13.1901 12.9424 8.0023
H 14.8521 13.3655 8.4895
H 14.5485 12.0245 7.3717
H 17.3013 10.7943 17.0518
H 17.0913 11.4158 19.1550
H 17.8454 12.6344 18.0816
H 17.1947 13.0748 19.6647
H 14.6111 11.5443 19.6581
H 14.9600 13.1775 20.1750
H 13.6341 12.9259 19.0404
H 16.6401 14.3650 17.0690
H 14.8815 14.5347 17.1256
H 15.8570 14.8444 18.5598
N 9.7744 14.8703 15.5209
C 9.2119 15.8458 15.2485
C 8.5011 16.9388 14.6291
C 7.5760 16.6773 13.5929
C 6.9949 17.7350 12.8956
C 7.2767 19.0752 13.2058
C 8.1603 19.3239 14.2566
C 8.7813 18.2788 14.9415
H 7.3304 15.6491 13.3159
H 6.3135 17.4843 12.0722
H 6.7681 19.8839 12.6588
H 8.3773 20.3487 14.5723
H 9.5287 18.4862 15.7285
```

Values from the calculation:
E_HOMO = -10.6 eV
charge = +1
molecular weight = 952.8 g/mol
LUMO energy = -0.152 Ha
orbital gap = 6.50 eV
DFT total energy = -128544.4931 eV
relative energy (zero: lowest compared OMol25 entry of this formula, charge and spin) = 0.0 kcal per mole

Mulliken atomic charge list, values in e, 99 entries: 1.98 -0.50 0.92 -0.55 0.27 0.84 0.37 -0.78 0.30 -0.60 -0.71 -0.11 -0.65 -0.28 0.33 0.46 0.58 -1.62 2.18 -2.18 -1.72 -0.77 -0.38 0.61 0.22 0.00 -0.23 -0.70 0.15 -1.12 1.08 -1.16 2.53 -1.68 -2.57 -1.43 2.11 -1.68 -1.56 -2.19 0.32 -0.49 -1.13 0.37 2.35 -2.40 -1.44 -1.35 0.46 0.35 0.34 0.40 0.41 0.46 0.46 0.40 0.30 0.27 0.24 0.47 0.36 0.48 0.14 0.49 0.43 0.50 0.04 0.46 0.48 0.33 0.38 0.43 0.28 0.47 0.33 0.47 0.38 0.42 0.48 0.47 0.42 0.46 0.34 0.47 0.08 0.37 0.04 0.42 -0.48 0.18 0.49 -0.35 -0.49 -0.47 -0.54 -0.40 0.44 0.38 0.42

4.
DFT (ωB97M-V/def2-TZVPD) results for an isolated molecule of C5H8N2 in a non-equilibrium geometry.

XYZ file:
```
15
Properties=species:S:1:pos:R:3
C 2.1887 -0.6648 -0.2129
N 0.8844 -0.0463 -0.2997
C 0.6066 1.2845 -0.0815
C -0.6833 1.4574 0.3245
C -1.2766 0.1372 0.3440
C -2.4886 -0.5453 0.2561
N -0.2287 -0.7211 0.1863
H 2.9223 0.0238 -0.6419
H 2.1829 -1.5761 -0.8162
H 2.4838 -0.9113 0.8156
H 1.3743 2.0216 -0.3059
H -1.2170 2.3962 0.3804
H -0.7074 -1.6235 -0.0475
H -2.6847 -0.9588 -0.7320
H -3.3568 -0.2734 0.8307
```

Values from the calculation:
E_HOMO = -6.6 eV
molecular weight = 96.1 g/mol
LUMO energy = 0.028 Ha
orbital gap = 7.31 eV
DFT total energy = -8291.4095 eV
SMILES string = C=C1C=CN(C)N1
relative energy (zero: lowest compared OMol25 entry of this formula, charge and spin) = 82.7 kcal per mole

The molecule's Mulliken atomic charges, reported in e, are given here: -0.81 0.15 -0.09 -0.88 0.72 -1.23 -0.34 0.32 0.26 0.32 0.37 0.36 0.36 0.24 0.25

> What is the formula in the fourth record?

C5H8N2